[1]
Entry from the Open Molecules 2025 dataset: a 14-piece molecular cluster, C57H81N11O9 overall at a distorted geometry (ωB97M-V/def2-TZVPD).

```
158
Properties=species:S:1:pos:R:3:lowdin_charge:R:1
N 1.4283 1.4772 8.5038 0.04
C 0.6911 0.4333 8.1248 -0.15
C 0.7607 -0.8175 8.7606 -0.08
C 1.6603 -0.9800 9.7933 -0.08
C 2.4177 0.1391 10.2028 -0.07
C 2.3470 1.3263 9.4841 -0.15
H -0.0333 0.6736 7.3606 0.10
H 0.0999 -1.6328 8.5055 0.10
H 1.6461 -1.8748 10.3979 0.10
H 3.1182 0.0440 11.0193 0.09
H 2.9423 2.2036 9.6899 0.10
N -3.0663 -8.8157 10.9616 0.04
C -4.2735 -8.5885 10.4593 -0.17
C -4.8230 -7.3132 10.3459 -0.08
C -4.0956 -6.2097 10.7865 -0.09
C -2.8426 -6.4226 11.3514 -0.08
C -2.3114 -7.7235 11.3838 -0.11
H -4.7916 -9.4708 10.1136 0.10
H -5.7752 -7.1938 9.8504 0.10
H -4.5301 -5.2260 10.8858 0.10
H -2.4011 -5.5340 11.7778 0.10
H -1.3055 -7.8868 11.7414 0.09
N 10.8982 -12.8783 14.6596 0.04
C 9.9622 -12.4548 13.7746 -0.13
C 8.7455 -13.1538 13.6054 -0.08
C 8.4582 -14.2523 14.4192 -0.08
C 9.4282 -14.6287 15.3821 -0.08
C 10.5790 -13.8856 15.5055 -0.16
H 10.2357 -11.5586 13.2375 0.10
H 7.9432 -12.8347 12.9566 0.09
H 7.4886 -14.7225 14.3459 0.10
H 9.1075 -15.4286 16.0330 0.09
H 11.3193 -14.1575 16.2433 0.10
N 1.0024 -6.1213 4.7169 0.04
C -0.0904 -6.6985 4.1864 -0.16
C -0.7509 -7.7590 4.8121 -0.07
C -0.1564 -8.3232 5.9523 -0.08
C 0.9593 -7.7271 6.5634 -0.07
C 1.5515 -6.6812 5.8405 -0.14
H -0.4013 -6.1669 3.2992 0.10
H -1.6873 -8.0939 4.3910 0.10
H -0.6207 -9.2251 6.3230 0.10
H 1.3549 -8.1089 7.4929 0.10
H 2.4891 -6.2576 6.1689 0.09
C 5.8608 -6.7126 12.4274 -0.15
C 6.7198 -5.6201 12.9319 -0.13
O 7.3288 -5.0774 11.7875 0.07
C 7.0826 -5.8568 10.7283 -0.53
O 7.5039 -5.5814 9.5962 0.11
O 6.2111 -6.7859 11.0937 0.08
H 4.7886 -6.5790 12.5704 0.14
H 6.0999 -7.6711 12.8881 0.14
H 7.5190 -5.9016 13.6176 0.14
H 6.0927 -4.8714 13.4159 0.13
C 6.2246 0.4898 4.0249 -0.05
C 6.0423 -0.8514 4.7301 -0.16
O 6.8211 -1.7001 3.9997 0.07
C 7.4630 -1.0582 3.0011 -0.58
O 8.1372 -1.6393 2.1464 0.11
O 7.2074 0.2142 2.9642 0.10
H 6.5356 1.3661 4.5937 0.13
H 5.2572 0.7059 3.5716 0.13
H 5.0452 -1.2889 4.7816 0.14
H 6.3770 -0.8840 5.7669 0.13
C 7.7370 -9.8393 18.4845 -0.16
C 8.8851 -8.9382 18.6679 -0.16
O 8.2566 -7.7225 18.8209 0.07
C 6.9208 -7.8403 18.9688 -0.51
O 6.1295 -6.8914 19.0399 0.12
O 6.5834 -9.0969 18.6873 0.10
H 7.8482 -10.6678 19.1839 0.14
H 7.8111 -10.2388 17.4731 0.14
H 9.6004 -8.9415 17.8455 0.14
H 9.4507 -9.1230 19.5812 0.13
C 9.6071 2.8496 11.2769 -0.11
C 9.2537 1.5994 10.5166 -0.29
C 10.4116 0.7147 10.1661 -0.20
C 11.2632 0.2906 11.3167 -0.21
N 11.9904 -0.0039 12.1770 0.13
H 10.2834 3.4944 10.7158 0.08
H 10.1090 2.5780 12.2055 0.07
H 8.7412 3.4657 11.5194 0.07
H 8.7866 1.9089 9.5817 0.11
H 8.4259 1.0845 11.0041 0.11
H 11.0512 1.1569 9.4022 0.12
H 10.0656 -0.2177 9.7199 0.12
C -0.4787 -14.1329 17.9574 -0.11
C 0.2848 -13.3962 19.1009 -0.24
C 1.6684 -12.8139 18.7098 -0.21
C 1.7634 -12.1091 17.4344 -0.21
N 1.8373 -11.5425 16.3830 0.13
H -0.6332 -13.5228 17.0675 0.07
H -1.5198 -14.3162 18.2231 0.06
H 0.0036 -15.0730 17.6900 0.07
H 0.3696 -13.9736 20.0215 0.11
H -0.3609 -12.5401 19.2964 0.10
H 2.4469 -13.5583 18.8769 0.12
H 1.7904 -12.0996 19.5240 0.11
C 8.6678 1.3238 17.2821 -0.10
C 7.8877 -0.0055 16.9344 -0.23
C 6.5920 -0.2344 17.7028 -0.20
C 6.6368 0.1429 19.0987 -0.25
N 6.6971 0.4216 20.2039 0.15
H 8.1158 2.2417 17.0801 0.07
H 9.5969 1.4053 16.7181 0.07
H 8.8973 1.2709 18.3464 0.06
H 8.6627 -0.7674 17.0179 0.11
H 7.6647 0.0778 15.8708 0.10
H 6.2453 -1.2621 17.5949 0.12
H 5.7519 0.3241 17.2897 0.12
C 13.1613 -3.9275 5.3857 -0.12
C 12.3832 -5.2013 5.1250 -0.26
C 12.9984 -6.1741 4.0812 -0.17
C 14.2975 -6.7286 4.5732 -0.24
N 15.2939 -7.2016 4.8708 0.13
H 12.6942 -3.4607 6.2528 0.07
H 13.2026 -3.2102 4.5660 0.07
H 14.1910 -4.1771 5.6416 0.07
H 11.3570 -4.9413 4.8655 0.11
H 12.3595 -5.7004 6.0938 0.11
H 13.1622 -5.6418 3.1442 0.11
H 12.3718 -7.0343 3.8456 0.11
C 15.7022 -8.9994 10.9518 -0.10
C 15.2779 -7.5882 10.4317 -0.24
C 15.1359 -6.5604 11.5785 -0.20
C 14.1576 -6.8070 12.6652 -0.22
N 13.4399 -7.0305 13.5392 0.13
H 15.6625 -9.8452 10.2653 0.07
H 15.0910 -9.2882 11.8069 0.06
H 16.7234 -9.0340 11.3313 0.07
H 14.3324 -7.6669 9.8949 0.10
H 15.9530 -7.2002 9.6690 0.10
H 14.9102 -5.6004 11.1140 0.11
H 16.1425 -6.4708 11.9871 0.11
C -1.0147 -6.9041 21.0366 -0.09
C -0.1111 -6.6600 19.7261 -0.23
C 0.2084 -5.1678 19.4728 -0.19
C 0.7333 -4.8534 18.0972 -0.22
N 1.1357 -4.5931 17.0574 0.12
H -0.6922 -6.3004 21.8849 0.07
H -1.1791 -7.9597 21.2529 0.06
H -2.0210 -6.5286 20.8515 0.06
H -0.5216 -7.1801 18.8605 0.10
H 0.8510 -7.1497 19.8766 0.09
H 0.7183 -4.5738 20.2313 0.12
H -0.7948 -4.7416 19.4704 0.10
C 5.2777 -11.5669 4.6357 -0.10
C 6.4676 -11.7494 5.6350 -0.24
C 7.5585 -10.6853 5.3336 -0.20
C 8.6944 -10.7493 6.2568 -0.23
N 9.6212 -10.8262 6.9646 0.13
H 5.6631 -11.8286 3.6502 0.07
H 4.8790 -10.5525 4.6246 0.07
H 4.4500 -12.2350 4.8738 0.07
H 6.8874 -12.7500 5.5310 0.11
H 6.1197 -11.6503 6.6632 0.10
H 7.1320 -9.6836 5.3860 0.12
H 7.8848 -10.8076 4.3008 0.12
```

## Properties
ΔE to the lowest compared entry with this formula, charge and spin, kJ/mol: 230.8
Multiplicity: 1

***

[2]
Entry from the Open Molecules 2025 dataset: a 7-piece molecular cluster, C57H94INO22S overall at a distorted geometry (ωB97M-V/def2-TZVPD).

```
176
Properties=species:S:1:pos:R:3:lowdin_charge:R:1
C 4.1959 -7.5177 4.2819 0.03
C 2.9820 -7.3516 3.5876 -0.09
C 1.7908 -6.9363 2.4971 -0.19
C 1.9558 -5.3886 1.9821 -0.13
C 0.6659 -4.7201 1.1555 0.03
C 0.7852 -3.1763 0.5814 -0.01
C -0.4969 -2.4653 -0.2235 -0.18
O -1.8000 -3.0490 0.1305 -0.21
C -2.6666 -2.0971 0.8443 -0.15
C -3.9756 -1.5861 -0.0449 -0.16
O -5.2665 -2.0730 0.4656 -0.21
C -6.0380 -1.0183 1.1413 -0.16
C -6.7539 0.0689 0.1432 -0.16
O -8.1857 -0.2579 -0.1664 -0.24
C -8.6836 0.8205 -1.0818 -0.24
C -8.5578 0.3712 -2.6878 -0.10
C 2.1732 -2.2762 0.8287 -0.11
C 3.3854 -2.9973 1.6616 -0.36
C 3.3651 -4.5351 2.2685 -0.01
S 4.9623 -1.9773 2.0147 0.77
C 4.2843 -0.1907 1.9961 -0.40
C 5.0128 1.0372 2.8523 -0.59
I 6.8750 0.7307 4.0435 0.74
C 4.4221 2.5932 2.8985 -0.11
C 3.0502 2.8802 2.0475 -0.05
C 2.3589 1.6740 1.1706 0.01
C 2.9395 0.1126 1.1116 -0.13
N 2.1497 -0.8700 0.2828 -0.14
C 2.4548 -0.7928 -1.1938 -0.17
C 3.7700 -1.6361 -1.6864 -0.16
C 4.6171 -0.7867 -2.8409 -0.21
C 6.1817 -1.2522 -2.9892 -0.22
C 7.1042 -1.0357 -1.6518 -0.22
C 6.6782 0.2352 -0.7083 -0.24
C 7.1264 1.7094 -1.2991 -0.21
C 6.2866 2.8265 -0.3886 -0.21
C 6.8390 4.3606 -0.5585 -0.14
C 6.5249 5.1342 0.8864 -0.23
O 5.2894 5.9472 0.8494 -0.26
C 5.0101 6.5140 2.2051 -0.12
H 5.2254 -7.4475 4.8763 0.06
H 0.7323 -7.1346 2.9553 0.12
H 1.9318 -7.6291 1.5575 0.10
H -0.3348 -5.3296 0.9834 0.11
H -0.4360 -1.3016 -0.1061 0.12
H -0.3214 -2.6967 -1.3804 0.14
H -3.1316 -2.7017 1.7621 0.15
H -2.0853 -1.1959 1.3261 0.13
H -3.9846 -0.4001 -0.1509 0.13
H -3.8916 -1.9853 -1.1662 0.15
H -6.9238 -1.5594 1.7304 0.15
H -5.4300 -0.4349 1.9694 0.13
H -6.8061 1.1253 0.6932 0.14
H -6.2118 0.1875 -0.8886 0.13
H -9.8349 1.0312 -0.8881 0.10
H -8.0553 1.8206 -0.9755 0.13
H -9.4353 0.8673 -3.2977 0.09
H -7.5220 0.7150 -3.1519 0.08
H -8.6163 -0.8095 -2.7273 0.09
H 4.2793 -4.9866 2.8755 0.09
H 4.9197 3.4745 3.4899 0.08
H 2.5160 3.9409 2.0011 0.09
H 1.3812 1.9117 0.5693 0.09
H 2.5661 0.3395 -1.4779 0.12
H 1.4992 -1.2099 -1.7742 0.13
H 4.5169 -1.9417 -0.8394 0.08
H 3.3973 -2.6212 -2.2444 0.13
H 4.1004 -1.0227 -3.8908 0.12
H 4.5020 0.3898 -2.7010 0.11
H 6.2668 -2.4091 -3.2686 0.12
H 6.7145 -0.6838 -3.8887 0.11
H 7.1579 -1.9920 -0.9573 0.10
H 8.2292 -0.8482 -2.0045 0.12
H 5.5402 0.3037 -0.4449 0.08
H 7.2471 0.1222 0.3344 0.11
H 8.3007 1.8805 -1.1724 0.12
H 6.9169 1.8132 -2.4550 0.11
H 6.4203 2.4644 0.7401 0.09
H 5.1564 2.6800 -0.6649 0.12
H 7.9685 4.4037 -0.8673 0.11
H 6.1757 4.9388 -1.3651 0.13
H 7.4540 5.8280 1.1673 0.13
H 6.3996 4.3814 1.7868 0.09
H 4.8022 7.6808 2.0993 0.10
H 5.9080 6.3521 2.9587 0.10
H 4.0502 6.0604 2.7064 0.08
C -3.9874 3.4047 2.9480 -0.07
C -2.5900 2.8253 3.0825 -0.22
O -1.6329 3.6273 2.3804 0.02
C -1.2588 4.7739 3.0015 -0.55
O -1.6538 5.1671 4.0875 0.11
O -0.3870 5.4253 2.1905 -0.02
C 0.0105 6.7035 2.6807 -0.05
H -4.2444 3.5494 1.8933 0.08
H -4.7273 2.7433 3.4070 0.08
H -4.0586 4.3851 3.4284 0.08
H -2.5658 1.8298 2.6250 0.12
H -2.3003 2.7040 4.1333 0.13
H 0.3962 6.6367 3.7033 0.10
H -0.8332 7.3991 2.6303 0.10
H 0.8095 7.0810 2.0361 0.09
C 1.1872 -12.1062 -2.9752 -0.07
C 2.6911 -12.2270 -3.1490 -0.22
O 3.3156 -10.9381 -3.1195 0.02
C 3.4635 -10.3850 -1.8897 -0.55
O 3.1245 -10.8852 -0.8291 0.11
O 4.0304 -9.1616 -2.0451 -0.01
C 4.1507 -8.4241 -0.8311 -0.05
H 0.7688 -11.4129 -3.7126 0.08
H 0.7042 -13.0805 -3.0889 0.08
H 0.9322 -11.7097 -1.9879 0.07
H 2.9078 -12.6618 -4.1313 0.12
H 3.1344 -12.8917 -2.3977 0.12
H 4.6686 -9.0049 -0.0608 0.10
H 3.1591 -8.1179 -0.4831 0.08
H 4.7385 -7.5249 -1.0367 0.10
C 3.0987 2.3212 -8.3363 -0.07
C 2.4900 1.0478 -7.7753 -0.22
O 2.5211 1.0527 -6.3431 0.02
C 1.5773 1.8161 -5.7376 -0.55
O 0.7178 2.4779 -6.2974 0.11
O 1.7720 1.7391 -4.3966 -0.02
C 0.9053 2.5804 -3.6395 -0.05
H 4.1045 2.4777 -7.9323 0.08
H 3.1566 2.2754 -9.4272 0.08
H 2.5068 3.1991 -8.0604 0.07
H 3.0855 0.1880 -8.1023 0.12
H 1.4686 0.8903 -8.1420 0.13
H -0.1447 2.4071 -3.8972 0.10
H 1.1744 3.6295 -3.7985 0.10
H 1.0427 2.3444 -2.5804 0.08
C -11.4050 6.7077 1.5672 -0.07
C -10.0589 6.0245 1.4003 -0.22
O -10.0219 4.7836 2.1152 0.02
C -10.6651 3.7457 1.5241 -0.55
O -11.2525 3.7771 0.4545 0.11
O -10.5664 2.6688 2.3442 0.00
C -11.2902 1.5288 1.8875 -0.04
H -11.6510 6.8197 2.6285 0.08
H -11.3996 7.6949 1.0971 0.08
H -12.2084 6.1173 1.1167 0.07
H -9.2753 6.6601 1.8280 0.12
H -9.8090 5.8725 0.3433 0.12
H -11.0182 1.2689 0.8592 0.06
H -12.3658 1.7155 1.9676 0.11
H -11.0363 0.6839 2.5341 0.10
C 9.3389 4.0208 5.4294 -0.07
C 9.6403 3.3440 4.1036 -0.26
O 10.8245 3.8876 3.5083 0.02
C 11.9979 3.4593 4.0375 -0.55
O 12.1272 2.6614 4.9521 0.11
O 13.0072 4.0953 3.3903 -0.01
C 14.3000 3.8110 3.9192 -0.05
H 9.2930 5.1079 5.3051 0.08
H 8.3873 3.6688 5.8370 0.07
H 10.1231 3.8193 6.1653 0.08
H 8.8180 3.5350 3.4050 0.10
H 9.7238 2.2560 4.2130 0.09
H 14.4816 2.7325 3.9716 0.10
H 14.4057 4.2693 4.9076 0.10
H 15.0450 4.2528 3.2513 0.09
C -13.9247 -3.6526 -3.5994 -0.07
C -14.5191 -2.5771 -2.7070 -0.22
O -13.8823 -2.5663 -1.4238 0.02
C -12.6594 -1.9808 -1.3798 -0.54
O -12.0724 -1.4666 -2.3185 0.11
O -12.1867 -2.0908 -0.1123 0.00
C -10.8574 -1.6026 0.0511 -0.06
H -13.9547 -4.6271 -3.1004 0.08
H -14.4722 -3.7194 -4.5435 0.08
H -12.8745 -3.4452 -3.8255 0.07
H -15.5786 -2.7964 -2.5331 0.12
H -14.4679 -1.5868 -3.1754 0.12
H -10.7606 -0.5767 -0.3193 0.05
H -10.1527 -2.2663 -0.4600 0.11
H -10.6233 -1.6056 1.1195 0.10
```

## Properties
Multiplicity: 1

***

no.,E_HOMO (eV),calculated total energy (eV)
1,-9.7,-95234.953
2,-7.9,-126075.086